Entry 1:
C17H19PSe2SiTl as an isolated structure in a non-equilibrium geometry, computed with wB97M-V/def2-TZVPD.

The geometry in XYZ format:
```
41
C17H19PSe2SiTl wB97M-V/def2-TZVPD
Tl 6.280 -14.256 -6.664
Se 4.185 -13.318 -4.443
P 6.008 -12.219 -4.176
Se 8.026 -12.616 -5.264
C 5.531 -10.465 -4.292
C 5.621 -9.374 -3.329
C 5.788 -8.047 -3.808
C 5.521 -7.749 -5.135
C 5.153 -8.785 -5.992
C 5.325 -10.097 -5.627
C 6.787 -12.846 -2.669
C 7.135 -11.825 -1.794
C 7.780 -12.225 -0.645
C 7.846 -13.595 -0.354
C 7.647 -14.549 -1.316
C 7.070 -14.181 -2.524
H 5.529 -9.524 -2.222
H 6.210 -7.374 -3.103
H 5.608 -6.728 -5.531
H 4.768 -8.452 -6.933
H 5.298 -10.945 -6.385
H 6.860 -10.810 -1.992
H 8.143 -11.520 0.069
H 7.960 -13.906 0.649
H 7.817 -15.613 -1.106
H 6.829 -14.934 -3.356
C 4.534 -18.463 -10.783
Si 6.202 -17.653 -10.698
C 7.413 -18.947 -10.387
C 6.498 -16.709 -12.340
C 6.160 -16.406 -9.348
C 6.143 -15.740 -8.263
H 4.565 -19.137 -11.605
H 3.744 -17.728 -10.921
H 4.341 -19.070 -9.877
H 7.414 -19.979 -10.677
H 7.601 -18.788 -9.303
H 8.303 -18.676 -10.929
H 5.755 -16.833 -13.118
H 7.473 -16.961 -12.772
H 6.519 -15.657 -12.102
```

Calculated values
HOMO energy: -0.092 Ha
Relative energy (zero: lowest compared OMol25 entry of this formula, charge and spin): 3.084 eV
Net charge: -1
Spin multiplicity: 1
Molecular weight: 644.70 g mol⁻¹

Here are the Mulliken charges for atoms 1 to 5, given in e: Tl 0.696; Se -0.347; P 0.232; Se -0.505; C 0.569

Entry 2:
A 2-piece molecular cluster, C7H15N3O5S overall in a non-equilibrium geometry, computed with wB97M-V/def2-TZVPD.

The geometry in XYZ format:
```
31
C7H15N3O5S wB97M-V/def2-TZVPD
C -2.815 -0.528 -0.003
C -4.020 -1.497 0.218
C -3.333 0.757 -0.614
C -4.065 1.737 0.338
C 3.881 -0.030 -0.464
C 3.526 0.065 1.029
C 5.288 0.549 -0.612
H -0.836 -0.685 -0.499
H -1.849 -1.368 -1.544
H -2.469 -0.282 1.050
H -2.556 1.360 -0.964
H -4.003 0.475 -1.564
H -5.394 0.384 0.998
H -5.381 1.819 1.815
H -2.572 -2.688 0.269
H 2.054 0.374 -1.408
H 2.897 1.668 -1.061
H 3.846 -1.101 -0.690
H 5.241 1.551 -0.226
H 5.503 0.631 -1.664
H 6.422 -1.488 -0.091
H 3.301 -0.956 2.559
N -1.713 -1.276 -0.628
N -4.943 1.192 1.260
N 2.981 0.719 -1.367
O -5.215 -1.259 0.095
O -3.768 2.913 0.109
O -3.506 -2.746 0.207
O 3.251 1.103 1.591
O 3.508 -1.137 1.648
S 6.738 -0.256 0.211
```

Calculated values
HOMO energy: -0.349 Ha
Structure (SMILES): NC(=O)C[C@H](N)C(=O)O.N[C@@H](CS)C(=O)O
Spin multiplicity: 1
Molecular weight: 253.28 g mol⁻¹

Here are the Mulliken charges for atoms 1 to 5, given in e: C 0.404; C 0.494; C -0.641; C 0.434; C 0.265

Entry 3:
An isolated molecule of C2H4ClOP in a non-equilibrium geometry, computed with wB97M-V/def2-TZVPD.

The geometry in XYZ format:
```
9
C2H4ClOP wB97M-V/def2-TZVPD
C 0.008 0.114 -0.073
C -1.496 -0.053 0.113
O 2.631 0.629 -0.105
P 1.077 1.406 -0.023
Cl 2.898 -1.035 -0.173
H 0.375 -0.939 -0.097
H -1.907 0.963 0.216
H -1.549 -0.618 0.934
H -2.036 -0.466 -0.793
```

Calculated values
HOMO energy: -0.338 Ha
Structure (SMILES): C/C=P/OCl
Relative energy (zero: lowest compared OMol25 entry of this formula, charge and spin): 3.285 eV
Spin multiplicity: 1
Molecular weight: 110.48 g mol⁻¹

Here are the Mulliken charges for atoms 1 to 5, given in e: C 0.072; C -0.956; O -0.272; P 0.110; Cl -0.006